1.
{
  "formula": "C22H35F3N3P2STb",
  "method": "ωB97M-V/def2-TZVPD",
  "symbols": ["Tb", "C", "N", "C", "C", "C", "N", "C", "C", "H", "H", "H", "H", "H", "H", "H", "H", "H", "H", "H", "H", "H", "H", "H", "H", "F", "C", "F", "F", "C", "C", "C", "C", "N", "C", "S", "H", "H", "H", "C", "P", "C", "C", "C", "C", "C", "C", "C", "P", "C", "C", "H", "H", "H", "H", "H", "H", "H", "H", "H", "H", "H", "H", "H", "H", "H", "H"],
  "positions_angstrom": [[-0.070, -0.117, 0.158], [1.122, -3.261, 0.088], [1.418, -2.071, -0.742], [1.127, -2.428, -2.145], [2.864, -1.748, -0.649], [3.178, -0.858, 0.553], [2.426, 0.419, 0.513], [2.632, 1.105, 1.806], [2.979, 1.280, -0.552], [1.653, -4.140, -0.290], [0.049, -3.475, 0.071], [1.428, -3.100, 1.121], [1.805, -3.212, -2.502], [1.253, -1.548, -2.783], [0.104, -2.800, -2.228], [3.158, -1.235, -1.569], [3.466, -2.665, -0.578], [4.260, -0.665, 0.568], [2.919, -1.379, 1.480], [3.697, 1.258, 2.009], [2.210, 0.515, 2.622], [2.149, 2.084, 1.790], [4.067, 1.370, -0.464], [2.552, 2.277, -0.473], [2.734, 0.888, -1.542], [-4.374, -2.404, 4.001], [-3.766, -1.210, 4.050], [-3.937, -0.736, 5.292], [-4.426, -0.397, 3.230], [-2.291, -1.380, 3.760], [-1.571, -2.050, 4.730], [-0.216, -2.294, 4.522], [0.357, -1.813, 3.366], [-0.311, -1.155, 2.405], [-1.651, -0.949, 2.582], [-2.464, -0.170, 1.290], [-2.070, -2.375, 5.630], [0.371, -2.832, 5.247], [1.419, -1.953, 3.197], [-1.678, -1.239, -3.694], [-1.463, -0.017, -2.343], [-3.242, 0.386, -2.160], [-0.768, 1.491, -3.140], [-0.572, 1.495, -4.517], [0.004, 2.579, -5.158], [0.380, 3.689, -4.425], [0.197, 3.701, -3.053], [-0.363, 2.616, -2.387], [-0.493, 2.666, -0.546], [0.470, 4.144, -0.022], [-2.153, 3.401, -0.281], [-2.397, -0.859, -4.422], [-2.106, -2.135, -3.241], [-0.751, -1.504, -4.195], [-3.591, 0.859, -3.078], [-3.448, 1.019, -1.302], [-3.780, -0.553, -2.017], [-0.853, 0.639, -5.109], [0.158, 2.550, -6.225], [0.830, 4.540, -4.912], [0.520, 4.569, -2.500], [-0.019, 5.056, -0.371], [1.503, 4.136, -0.364], [0.458, 4.161, 1.069], [-2.276, 4.233, -0.975], [-2.193, 3.784, 0.741], [-2.960, 2.682, -0.409]],
  "energy_ha": -3228.1264,
  "multiplicity": 7,
  "s_squared": 12.69,
  "homo_lumo_gap_ev": [7.55, 7.94],
  "lumo_ev": [-6.308, -5.948],
  "charge": 2,
  "fmax_ev_per_a": 1.36,
  "e_above_lowest_kcal_mol": 9.0
}

***

2.
{
  "formula": "C4H24N2O7",
  "method": "ωB97M-V/def2-TZVPD",
  "symbols": ["N", "C", "C", "C", "N", "C", "O", "H", "H", "H", "H", "H", "H", "H", "H", "H", "H", "H", "H", "O", "H", "H", "O", "H", "H", "O", "H", "H", "O", "H", "H", "O", "H", "H", "O", "H", "H"],
  "positions_angstrom": [[2.402, 0.733, -1.106], [1.830, 1.728, -2.084], [0.299, 1.970, -1.971], [-0.582, 1.136, -0.895], [-0.903, 1.681, 0.394], [-1.943, 0.892, -1.533], [-1.791, -0.056, -2.591], [1.633, 0.555, -0.447], [2.576, -0.206, -1.517], [2.419, 2.737, -1.780], [2.011, 1.528, -3.043], [0.265, 3.048, -1.713], [-0.021, 1.937, -3.034], [0.016, 0.166, -1.008], [-0.030, 1.488, 1.003], [-1.201, 2.757, 0.397], [-2.681, 0.632, -0.704], [-2.374, 1.640, -2.144], [-1.533, -1.003, -2.195], [2.330, -2.784, -0.693], [3.131, -2.622, -0.096], [2.704, -2.931, -1.500], [2.723, -1.063, 1.481], [2.554, -0.163, 1.661], [1.986, -1.572, 1.258], [-3.607, -1.318, -0.340], [-3.751, -1.027, -1.243], [-4.210, -0.877, 0.229], [0.074, -1.576, 3.805], [0.186, -2.297, 3.325], [-0.849, -1.581, 3.922], [-2.086, -2.165, 1.961], [-1.474, -2.063, 1.325], [-2.912, -2.096, 1.496], [0.868, 0.982, 2.854], [1.634, 1.413, 3.285], [0.306, 0.376, 3.246]],
  "energy_ha": -802.8499,
  "homo_lumo_gap_ev": 9.31,
  "lumo_ev": 0.368,
  "smiles": "NCC[C@@H](N)CO.O.O.O.O.O.O",
  "fmax_ev_per_a": 6.33,
  "e_above_lowest_kcal_mol": 113.6
}

***

3.
{
  "formula": "C10H22F3N2O4",
  "method": "ωB97M-V/def2-TZVPD",
  "symbols": ["O", "N", "C", "C", "O", "C", "C", "F", "F", "F", "H", "H", "H", "H", "H", "H", "H", "C", "O", "C", "C", "N", "C", "C", "O", "C", "H", "H", "H", "H", "H", "H", "H", "H", "H", "H", "H", "H", "H", "H", "H"],
  "positions_angstrom": [[-4.815, -3.593, 2.351], [-4.291, -3.275, 1.127], [-4.184, -1.737, 1.069], [-2.790, -1.316, 0.352], [-2.510, 0.087, 0.152], [-3.332, 1.024, 0.904], [-3.032, 1.101, 2.525], [-4.348, 1.008, 3.259], [-2.007, 0.163, 3.020], [-2.518, 2.482, 2.861], [-5.645, -3.043, 2.518], [-5.069, -1.333, 0.389], [-4.266, -1.378, 2.183], [-1.903, -1.778, 1.006], [-2.697, -1.870, -0.700], [-4.501, 0.976, 0.661], [-3.025, 2.109, 0.500], [4.899, 0.887, -2.512], [3.869, -0.081, -2.668], [3.934, -1.130, -1.696], [2.749, -1.034, -0.719], [2.885, 0.125, 0.170], [1.673, 0.421, 0.941], [0.413, 0.829, 0.150], [0.527, 2.092, -0.508], [1.147, 2.037, -1.786], [4.874, 1.552, -3.381], [4.730, 1.493, -1.618], [5.883, 0.414, -2.464], [4.893, -1.149, -1.164], [3.847, -2.072, -2.248], [2.705, -1.945, -0.115], [1.834, -0.971, -1.314], [3.112, 0.947, -0.388], [1.928, 1.245, 1.617], [1.436, -0.443, 1.576], [-0.399, 0.947, 0.878], [0.078, 0.052, -0.545], [0.957, 1.094, -2.305], [2.219, 2.212, -1.686], [0.743, 2.851, -2.394]],
  "energy_ha": -1104.0376,
  "homo_lumo_gap_ev": 3.60,
  "lumo_ev": 2.516,
  "charge": -1,
  "fmax_ev_per_a": 4.97
}

***

4.
{
  "formula": "C26H24F4MnN3O4S2",
  "method": "ωB97M-V/def2-TZVPD",
  "symbols": ["Mn", "C", "N", "C", "C", "C", "N", "C", "C", "F", "C", "F", "C", "C", "F", "C", "F", "H", "H", "H", "H", "H", "H", "H", "H", "H", "H", "H", "C", "C", "O", "S", "C", "C", "C", "C", "C", "C", "C", "C", "H", "H", "H", "H", "H", "H", "H", "N", "C", "C", "C", "C", "C", "C", "S", "O", "O", "O", "H", "H", "H", "H", "H", "H"],
  "positions_angstrom": [[1.529, 0.388, -0.354], [0.545, -2.317, -1.300], [1.377, -1.700, -0.246], [2.755, -2.254, -0.342], [0.799, -2.000, 1.092], [1.313, -1.014, 2.125], [1.130, 0.295, 1.508], [0.971, 1.449, 2.234], [0.474, 2.568, 1.546], [0.223, 2.400, 0.212], [0.229, 3.779, 2.144], [-0.253, 4.783, 1.404], [0.477, 3.957, 3.493], [0.978, 2.876, 4.192], [1.248, 3.000, 5.493], [1.236, 1.655, 3.589], [1.760, 0.668, 4.330], [0.483, -3.394, -1.121], [0.999, -2.135, -2.269], [-0.455, -1.885, -1.290], [2.736, -3.340, -0.234], [3.388, -1.874, 0.454], [3.181, -1.992, -1.307], [1.041, -3.032, 1.362], [-0.284, -1.896, 1.009], [2.361, -1.214, 2.376], [0.728, -1.111, 3.040], [0.297, 4.904, 3.979], [0.268, 2.916, -11.197], [0.324, 2.578, -9.730], [0.249, 3.388, -8.851], [0.566, 0.820, -9.448], [0.757, 0.782, -7.689], [-0.285, 1.160, -6.850], [-0.122, 1.100, -5.479], [1.079, 0.648, -4.930], [2.118, 0.263, -5.779], [1.959, 0.336, -7.152], [1.251, 0.572, -3.508], [1.413, 0.517, -2.304], [-0.468, 3.702, -11.353], [0.031, 2.047, -11.809], [1.246, 3.298, -11.494], [-1.218, 1.506, -7.273], [-0.927, 1.398, -4.819], [3.048, -0.090, -5.354], [2.768, 0.049, -7.810], [2.931, 1.971, -0.318], [4.057, 1.082, -0.110], [4.702, 0.526, -1.206], [5.593, -0.518, -1.003], [5.808, -1.004, 0.278], [5.252, -0.360, 1.378], [4.364, 0.684, 1.187], [6.481, -2.659, 0.499], [7.061, -2.667, 1.823], [7.385, -2.867, -0.609], [5.217, -3.399, 0.395], [2.842, 2.685, 0.397], [2.941, 2.403, -1.237], [4.468, 0.873, -2.206], [6.079, -1.012, -1.835], [5.488, -0.728, 2.369], [3.877, 1.161, 2.032]],
  "energy_ha": -3817.1491,
  "multiplicity": 5,
  "s_squared": 6.08,
  "homo_lumo_gap_ev": [6.07, 7.00],
  "lumo_ev": [-2.200, -1.278],
  "fmax_ev_per_a": 0.54,
  "e_above_lowest_kcal_mol": 0.0
}